1.
Below is C21H29CoFN4OPS2 as an isolated structure, with properties calculated with the ωB97M-V functional and the def2-TZVPD basis.

Each line ends with the Mulliken charge.
Cartesian coordinates (Å):
Co 0.68855 1.04410 -0.68497  -0.913
F -5.38815 -0.31217 -0.77769  -0.405
C -4.06345 0.01859 -0.74122  0.447
C -3.13540 -0.84864 -1.27701  -1.050
C -1.79244 -0.48661 -1.22696  0.477
C -1.31457 0.71280 -0.66762  0.864
C -2.32298 1.53543 -0.14625  -0.241
C -3.67977 1.21103 -0.17012  -0.631
H -3.45974 -1.78354 -1.71770  0.356
H -1.07641 -1.19540 -1.63407  0.028
H -2.07145 2.48828 0.31088  0.321
H -4.42795 1.87707 0.24215  0.425
C 0.68120 0.85411 -2.74850  -2.308
C 0.36678 2.16838 -3.36800  0.696
C -0.93807 2.67601 -3.38669  0.050
C -1.22431 3.91129 -3.94285  -0.815
C -0.21529 4.69055 -4.49778  -0.382
C 1.08467 4.20570 -4.48803  -0.642
C 1.36727 2.96541 -3.93474  -0.329
H 1.60548 0.46031 -3.17659  0.710
H -0.10950 0.13101 -2.95158  0.662
H -1.73163 2.08931 -2.93725  0.397
H -2.24595 4.27325 -3.93722  0.375
H -0.44016 5.65810 -4.92883  0.358
H 1.88782 4.79558 -4.91484  0.355
H 2.38665 2.59919 -3.94122  0.318
S 0.60529 2.71737 0.96210  -0.373
C 2.01563 2.48109 1.84525  0.508
N 2.99063 2.31610 2.45342  -0.743
S 3.86833 1.59809 -1.36031  -0.253
C 2.39242 1.30603 -1.00158  0.844
C -1.87126 -1.91284 1.91639  -0.794
N -0.59657 -1.28548 2.22397  0.482
C -0.77363 -0.00277 2.90446  -0.916
P 0.74528 -1.62825 1.34461  0.496
O 0.92927 -1.09349 -0.03216  -1.055
N 0.72961 -3.28281 1.18441  0.224
C 0.36605 -3.92324 -0.06161  -0.925
C 0.68747 -4.13427 2.35186  -0.989
N 1.95477 -1.11711 2.34383  0.682
C 3.25204 -0.77528 1.78089  -1.038
C 1.92689 -1.09129 3.78920  -1.313
H -2.41463 -2.10809 2.84660  0.394
H -1.72344 -2.85895 1.39624  0.152
H -2.47847 -1.26245 1.28006  0.122
H -1.17697 -0.17544 3.90734  0.316
H -1.44790 0.63190 2.33120  0.293
H 0.17113 0.52423 2.98895  0.191
H 0.47883 -3.21122 -0.87721  0.134
H -0.66929 -4.29043 -0.05015  0.297
H 1.02626 -4.77729 -0.24195  0.344
H 1.05103 -3.59703 3.22635  0.192
H 1.33058 -5.00686 2.19824  0.359
H -0.32657 -4.49593 2.57104  0.307
H 3.18656 -0.73787 0.69877  0.160
H 4.01040 -1.51250 2.07291  0.262
H 3.55752 0.21191 2.13780  0.396
H 0.94543 -1.38160 4.16146  0.424
H 2.15192 -0.08282 4.14918  0.363
H 2.67420 -1.78048 4.20314  0.331

Properties
energy above the lowest of the compared OMol25 structures with the same formula, charge and spin	5.1	kcal/mol
net charge	-1
spin multiplicity	2
total energy	-3732.30534	Ha
orbital gap (alpha / beta)	0.26105 / 0.26924	Eh

2.
Below is C21H29N10O2SSbTi as an isolated structure, with properties calculated with the ωB97M-V functional and the def2-TZVPD basis.

Each line ends with the Mulliken charge.
Cartesian coordinates (Å):
Ti -0.31734 0.25054 -0.40984  0.387
C -0.62008 -1.49860 2.37689  -0.966
C -1.72622 -1.92990 1.46196  0.709
C -2.64728 -2.87834 1.89432  -0.850
C -3.65468 -3.28030 1.04516  -0.438
C -3.70863 -2.72868 -0.22897  -0.875
C -2.76758 -1.78790 -0.60359  -0.066
N -1.79000 -1.38289 0.23998  0.410
Sb -2.85370 -1.01123 -2.61653  0.902
C -2.86116 1.03289 -1.90521  0.068
C -3.78055 1.88290 -2.49123  -0.788
C -3.99633 3.13848 -1.93404  -0.499
C -3.31272 3.48196 -0.78710  -0.897
C -2.39605 2.58772 -0.24474  1.011
C -1.64470 2.93498 1.00720  -1.368
N -2.15886 1.39744 -0.81239  0.407
C -0.76640 -1.48185 -2.92344  0.040
C -0.41726 -2.19159 -4.05887  -0.851
C 0.88366 -2.66522 -4.18416  -0.436
C 1.79086 -2.41996 -3.17128  -0.922
C 1.38577 -1.68257 -2.06730  0.971
C 2.31978 -1.30443 -0.95804  -1.312
N 0.13002 -1.23107 -1.95560  0.429
H -1.01586 -0.95193 3.23486  0.353
H 0.10104 -0.85338 1.87053  -0.282
H -0.07678 -2.36331 2.75832  0.457
H -2.55861 -3.29223 2.88975  0.502
H -4.38196 -4.01655 1.36040  0.447
H -4.47814 -3.03313 -0.92600  0.443
H -4.33419 1.56808 -3.36598  0.433
H -4.70389 3.82490 -2.37975  0.441
H -3.48062 4.43463 -0.30310  0.494
H -0.89989 3.71043 0.81924  0.286
H -1.13911 2.06247 1.42781  0.067
H -2.32910 3.31706 1.76437  0.557
H -1.14946 -2.38428 -4.83170  0.437
H 1.18020 -3.22512 -5.06120  0.441
H 2.80553 -2.78880 -3.23080  0.503
H 3.11613 -2.03414 -0.82499  0.610
H 1.78769 -1.25119 0.00200  0.232
H 2.79915 -0.34182 -1.14638  0.199
N 1.30562 1.27075 2.13399  -0.145
N 1.92007 2.46050 1.70797  -0.401
C 1.96642 2.73494 0.38755  0.281
N 2.73193 3.73496 -0.00674  -0.298
N 1.19341 1.96216 -0.39901  0.122
N 1.06711 2.25669 -1.72268  0.865
O 0.26501 1.48210 -2.26282  -0.615
O 1.65363 3.13690 -2.30458  -0.759
H 0.79921 1.47653 2.98812  0.305
H 2.04945 0.59928 2.34220  0.207
H 2.73847 2.74471 2.23428  0.292
H 3.31770 4.21893 0.65385  0.195
H 2.77461 3.96514 -0.98797  0.213
C 7.30133 -0.69552 3.93869  -1.038
N 6.03262 -0.38342 3.30004  -0.140
C 5.90175 0.17301 2.09833  0.319
N 7.01642 0.47453 1.42653  -0.346
S 4.37189 0.50037 1.42202  -0.412
H 7.10034 -1.12138 4.91657  0.351
H 7.90149 0.20507 4.07931  0.346
H 7.86617 -1.42804 3.35910  0.340
H 5.17434 -0.60874 3.77139  0.232
H 7.93573 0.26636 1.77788  0.200
H 6.92969 0.88209 0.51304  0.202

Properties
energy above the lowest of the compared OMol25 structures with the same formula, charge and spin	0.0	kcal/mol
net charge	+2
spin multiplicity	3
total energy	-3003.08413	Ha
orbital gap (alpha / beta)	0.25692 / 0.29637	Eh

3.
Below is an isolated molecule of C21H29N3O3S in a non-equilibrium geometry, with properties calculated with the ωB97M-V functional and the def2-TZVPD basis.

Each line ends with the Mulliken charge.
Cartesian coordinates (Å):
C 8.16454 -0.63782 -0.33040  -1.210
C 6.83511 -1.08693 0.26635  -0.347
C 5.75397 -1.32589 -0.78764  -0.513
H 6.14397 -1.97990 -1.56893  0.438
C 5.24805 -0.04363 -1.45770  -0.992
N 4.66065 0.86026 -0.50214  0.246
C 5.27539 1.94483 0.01716  -0.133
C 4.40117 2.49614 0.92604  -0.865
N 3.27812 1.76769 0.97203  -0.592
C 3.43724 0.77120 0.11180  -0.023
C 2.43584 -0.23710 -0.21703  0.793
O 2.61396 -1.05246 -1.10877  -0.665
C 1.16126 -0.22900 0.55129  0.290
C 0.04700 -0.80511 -0.06334  0.070
C -1.15201 -0.85844 0.61010  -0.414
C -1.27762 -0.36818 1.89689  -0.228
C -0.17216 0.19317 2.51449  -1.134
C 1.04099 0.26379 1.84853  -0.421
H 1.89867 0.70608 2.32789  0.519
H -0.25189 0.57474 3.52115  0.406
H -2.23406 -0.44147 2.38892  0.492
S -2.60124 -1.58484 -0.15284  1.483
O -3.09434 -2.63348 0.69111  -0.762
O -2.31529 -1.89644 -1.52576  -0.717
N -3.66962 -0.29320 -0.02637  0.313
C -5.06915 -0.66678 -0.05170  -1.283
H -5.18382 -1.50424 0.63732  0.530
C -5.92515 0.52802 0.36972  0.955
C -7.40416 0.15743 0.36360  -1.752
H -7.71728 -0.14022 -0.63466  0.366
H -7.59244 -0.67043 1.04247  0.428
H -8.00962 1.00543 0.67515  0.425
C -5.63664 1.69860 -0.57235  -1.297
C -4.14249 2.02680 -0.58713  0.903
C -3.82963 3.16038 -1.55784  -1.770
H -4.37953 4.05735 -1.28300  0.431
H -4.11095 2.88178 -2.57095  0.371
H -2.76685 3.38988 -1.54772  0.430
C -3.35758 0.76702 -0.95840  -1.094
H -2.28186 0.94898 -0.89855  0.479
H -3.59589 0.46036 -1.98761  0.252
H -3.84004 2.32323 0.42280  0.197
H -6.20514 2.57672 -0.25897  0.433
H -5.95699 1.43405 -1.58310  0.269
H -5.62934 0.81505 1.38394  0.238
H -5.36517 -0.99909 -1.05844  0.296
H 0.11845 -1.20551 -1.06340  0.562
H 4.52444 3.36737 1.53742  0.487
H 6.25526 2.25091 -0.28855  0.414
H 4.49034 -0.31067 -2.19737  0.387
H 6.06811 0.47980 -1.95408  0.454
H 4.90130 -1.82939 -0.32965  0.264
H 6.48831 -0.34528 0.99038  0.285
H 6.99345 -2.02052 0.80984  0.357
H 8.91479 -0.54368 0.45109  0.357
H 8.07512 0.32590 -0.82591  0.279
H 8.51842 -1.36460 -1.05834  0.318

Properties
energy above the lowest of the compared OMol25 structures with the same formula, charge and spin	45.1	kcal/mol
total energy	-1605.80504	Ha
orbital gap	0.32818	Eh

4.
Below is an isolated molecule of C21H29N3O4S, with properties calculated with the ωB97M-V functional and the def2-TZVPD basis.

Each line ends with the Mulliken charge.
Cartesian coordinates (Å):
C 5.43226 -4.23162 -0.25520  -0.671
H 5.98589 -3.30393 -0.13821  0.221
H 5.76334 -4.97145 0.47658  0.300
H 5.57702 -4.64161 -1.25710  0.300
O 4.06649 -3.90531 -0.04633  -0.306
C 3.20465 -4.93213 -0.12332  0.507
O 3.54645 -6.06831 -0.36301  -0.618
C 1.83544 -4.48946 0.11562  -0.101
C 1.37450 -3.21337 0.40203  -0.249
C -0.01109 -3.30935 0.54638  -0.216
C -0.35547 -4.63050 0.34491  -0.539
N 0.75645 -5.33742 0.08771  0.131
C 0.80450 -6.75036 -0.16748  -0.871
H 1.23134 -6.94382 -1.15221  0.300
H -0.20393 -7.15586 -0.11799  0.323
H 1.43679 -7.24727 0.56897  0.307
H -1.32918 -5.07509 0.38763  0.434
S -1.15316 -2.00619 0.88041  1.490
O -2.28904 -2.53597 1.57576  -0.751
O -0.44159 -0.90362 1.46223  -0.664
N -1.67981 -1.67291 -0.67304  -0.216
H -2.64944 -1.39663 -0.66815  0.370
C -0.82938 -0.82712 -1.48090  -1.517
H -1.10136 -0.98076 -2.53082  0.456
C -0.88848 0.66602 -1.13512  1.211
C -2.26991 1.26135 -1.40335  -1.101
C -2.26484 2.75766 -1.09957  -0.680
N -1.28047 3.42278 -1.93031  0.171
C 0.05120 2.93436 -1.63071  -0.540
C 0.13606 1.44584 -1.95725  -1.164
H -0.07020 1.30536 -3.02037  0.306
H 1.14445 1.08473 -1.74875  0.391
H 0.76485 3.48592 -2.24848  0.382
H 0.31825 3.08819 -0.57040  0.374
C -1.38867 4.87613 -1.91641  -2.046
C -1.13279 5.51402 -0.57250  1.075
C -2.16806 5.70289 0.33496  -0.313
C -1.92378 6.22829 1.59008  -0.765
C -0.63713 6.58091 1.97709  0.921
C 0.39644 6.39985 1.06757  -0.767
C 0.15271 5.87446 -0.18808  -0.322
H 0.97199 5.75116 -0.88250  0.362
H 1.40448 6.67506 1.34489  0.347
C -0.37136 7.12600 3.34751  -1.472
H -0.21398 6.30619 4.04950  0.277
H -1.21586 7.71305 3.70183  0.376
H 0.51979 7.74944 3.35202  0.369
H -2.74420 6.36842 2.27994  0.360
H -3.17902 5.44397 0.05300  0.360
H -0.67283 5.25743 -2.65086  0.518
H -2.39718 5.12575 -2.25971  0.513
H -3.24689 3.18028 -1.32823  0.370
H -2.06531 2.90660 -0.02364  0.377
H -3.02778 0.77912 -0.78211  0.375
H -2.53169 1.11360 -2.45371  0.275
H -0.65275 0.77134 -0.07185  0.199
H 0.18759 -1.19726 -1.33016  0.225
H 1.96867 -2.32979 0.51016  0.617

Properties
energy above the lowest of the compared OMol25 structures with the same formula, charge and spin	46.8	kcal/mol
total energy	-1681.03749	Ha
orbital gap	0.33427	Eh